Here is C17H19F3N4O6S in the gas phase from the Open Molecules 2025 dataset. Energies are from ωB97M-V/def2-TZVPD.

Geometry as XYZ:
```
50
Properties=species:S:1:pos:R:3:mulliken_charge:R:1
S -1.574 1.995 2.121 1.405
F -0.417 -1.633 -5.754 -0.224
F 1.650 -1.187 -5.595 -0.264
F 0.973 -3.262 -5.062 -0.263
O -1.626 0.901 3.105 -0.675
O 2.773 -0.917 -2.876 -0.514
O 2.085 -3.016 -2.233 -0.373
O 0.890 4.839 5.088 -0.207
O -2.413 -1.666 -3.772 -0.570
O -2.809 2.771 2.090 -0.709
N -0.032 -0.138 -3.255 -0.193
N 0.810 4.458 3.712 -0.618
N -0.532 -2.384 -2.770 -0.001
N -0.297 2.988 2.433 -0.243
C -0.587 3.170 4.963 0.220
C -2.026 1.343 -0.548 -0.785
C -0.327 4.085 7.301 -1.105
C 0.672 -1.920 -4.984 0.672
C 1.917 -1.799 -2.844 -0.632
C -0.029 3.467 3.669 0.363
C 0.058 4.030 5.836 0.111
C 0.490 -1.535 -3.466 0.986
C 3.280 -3.188 -1.440 -0.326
C -1.915 -2.386 -2.937 0.786
C -1.136 1.360 0.499 -0.164
C -0.363 0.285 -1.981 0.303
C -2.804 -3.269 -2.061 -1.329
C -1.645 0.786 -1.799 -0.342
C 0.503 0.315 -0.869 -0.545
C 3.092 -2.711 -0.018 -0.893
C 0.118 0.828 0.366 -0.663
H -0.124 -3.052 -2.128 0.157
H -1.226 3.522 7.515 0.303
H 1.514 -0.045 -0.966 0.608
H 3.518 -4.252 -1.372 0.359
H -3.817 -3.356 -2.449 0.345
H -2.768 -2.916 -1.024 0.304
H -0.535 5.129 7.580 0.318
H 0.498 3.663 7.868 0.297
H 0.803 0.824 1.193 0.449
H -1.355 2.407 5.167 0.365
H 4.162 -2.729 -1.864 0.345
H -2.999 1.814 -0.434 0.482
H -2.359 0.814 -2.599 0.434
H -0.031 3.566 1.650 0.303
H 4.028 -2.800 0.495 0.416
H -0.759 0.069 -3.944 0.468
H -2.383 -4.264 -2.049 0.386
H 2.330 -3.324 0.460 0.281
H 2.722 -1.683 -0.018 0.171
```

Properties
frontier orbital gap	9.53	eV
SMILES	CCOC(=O)[C@@](NC(C)=O)(Nc1ccc(S(=O)(=O)Nc2cc(C)on2)cc1)C(F)(F)F

Here is C17H19F6N2O5PbS3 as an isolated structure from the Open Molecules 2025 dataset. Energies are from ωB97M-V/def2-TZVPD.

Geometry as XYZ:
```
53
Properties=species:S:1:pos:R:3:mulliken_spin:R:1
Pb 0.580 0.372 0.362 0.005
S -2.292 2.245 -1.413 0.000
S -3.053 0.008 0.107 0.000
S 0.606 -1.063 2.645 0.016
F -3.145 -0.803 -2.377 0.000
F -5.084 -0.630 -1.424 0.000
F -3.669 4.357 -0.665 0.000
F -3.774 -2.281 -0.923 0.000
F -1.689 4.766 -1.439 0.000
F -1.926 3.957 0.554 0.000
O -1.693 -0.515 0.121 0.002
O -2.888 2.337 -2.704 0.000
O -3.846 -0.230 1.267 0.000
O -0.481 1.596 1.905 -0.003
O -0.879 1.921 -1.347 0.004
N -1.125 0.988 2.902 0.000
N -3.177 1.481 -0.357 0.000
C 1.604 -1.579 -1.858 0.126
C 4.326 -1.170 0.641 -0.011
C -3.820 -0.988 -1.241 0.000
C 1.746 0.460 -3.452 -0.013
C 2.234 -0.332 -2.297 0.272
C 0.450 -2.210 -2.566 0.010
C -0.727 -0.227 3.357 0.000
C 3.289 -0.018 -1.415 0.022
C -2.533 -0.109 4.962 0.000
C 3.352 -1.042 -0.475 0.248
C -2.914 1.128 4.440 0.000
C 2.092 -3.273 0.024 0.009
C -1.458 -0.769 4.424 0.000
C 2.290 -2.022 -0.763 0.185
C 4.186 1.181 -1.480 0.027
C -2.411 3.935 -0.687 0.000
C -2.190 1.649 3.406 0.000
H 4.725 -0.201 0.938 0.006
H -1.150 -1.736 4.793 0.000
H 1.247 -3.850 -0.347 0.000
H 5.184 0.925 -1.842 -0.005
H 1.568 -0.183 -4.317 0.016
H 4.309 1.642 -0.498 -0.003
H -3.089 -0.556 5.775 0.000
H -3.766 1.673 4.815 0.000
H 0.733 -2.537 -3.570 0.004
H 3.783 1.944 -2.144 -0.002
H 0.787 0.935 -3.214 0.039
H 2.444 1.243 -3.740 0.004
H 1.909 -3.065 1.081 0.004
H -2.393 2.584 2.907 0.000
H -0.383 -1.513 -2.680 0.003
H 3.878 -1.643 1.516 0.003
H 2.980 -3.909 -0.025 0.006
H 5.177 -1.792 0.343 0.028
H 0.077 -3.080 -2.028 -0.001
```

Properties
⟨S²⟩	0.77
ΔE to the lowest compared entry with this formula, charge and spin	3.5	kcal per mole
frontier orbital gap (spin up / spin down)	8.43 / 6.66	eV
spin multiplicity	2

Here is C17H19F9MoN6O5S2Se as an isolated structure from the Open Molecules 2025 dataset. Energies are from ωB97M-V/def2-TZVPD.

Geometry as XYZ:
```
60
Properties=species:S:1:pos:R:3:mulliken_spin:R:1
Mo 0.240 0.375 -0.066 1.728
Se 2.553 -0.935 3.895 0.093
S -1.492 -2.861 -0.155 0.001
S 1.915 2.127 -0.078 -0.049
F -0.349 2.074 -5.399 0.000
F 2.303 2.337 -3.001 0.002
F -1.326 -0.463 -4.321 0.001
F -1.688 2.048 -3.700 0.001
F 0.534 -0.457 -5.414 0.000
F 2.606 0.205 -2.935 0.001
F 0.397 -1.473 -3.524 -0.001
F 2.337 1.214 -4.830 0.000
F 0.056 3.301 -3.671 0.001
O 1.144 -1.326 -0.954 0.018
O 2.712 -2.798 -1.013 0.002
O 3.095 -0.876 -0.108 0.011
O 0.013 0.856 -2.109 -0.006
O -0.942 -1.710 0.650 -0.009
N 2.382 -1.671 -0.698 -0.006
N -0.547 1.858 1.184 -0.051
N 0.251 2.620 1.965 -0.030
N 2.364 3.466 2.163 -0.010
N -1.864 0.482 -0.431 0.012
N 0.893 -0.206 1.636 -0.038
C -0.144 -4.088 -0.268 -0.001
C -2.583 -3.726 1.041 0.000
C -2.485 -0.166 -1.417 0.019
C -0.397 2.107 -4.060 0.000
C -3.841 -4.233 0.351 0.000
C -2.603 1.123 0.501 0.057
C 0.017 -0.382 -4.186 0.001
C 1.456 2.755 1.482 0.012
C -4.629 0.402 -0.549 0.008
C 0.397 0.929 -3.392 -0.014
C -2.421 2.658 2.570 -0.018
C -1.827 1.886 1.443 0.095
C -3.858 -0.221 -1.525 0.014
C 1.933 1.180 -3.554 0.015
C 0.639 -4.206 1.029 0.002
C -3.996 1.076 0.473 0.018
C 1.570 -0.510 2.557 0.101
H 0.178 -4.892 1.739 0.000
H 3.293 3.541 1.791 0.001
H 0.725 -3.224 1.496 -0.001
H -2.670 1.982 3.391 0.010
H -3.330 3.172 2.257 0.003
H -4.371 -3.414 -0.136 0.000
H -4.556 1.583 1.245 0.004
H -5.708 0.367 -0.599 0.000
H -1.851 -0.655 -2.139 -0.001
H -1.699 3.384 2.927 0.002
H 0.498 -3.717 -1.067 0.000
H -2.805 -2.964 1.786 0.000
H -3.603 -4.980 -0.407 0.000
H -4.506 -4.693 1.081 0.000
H -0.616 -5.018 -0.589 0.000
H -4.315 -0.738 -2.356 0.001
H 2.177 3.746 3.109 0.001
H -2.029 -4.533 1.515 0.000
H 1.646 -4.556 0.811 0.000
```

Properties
⟨S²⟩	2.03
ΔE to the lowest compared entry with this formula, charge and spin	11.1	kcal per mole
frontier orbital gap (spin up / spin down)	6.75 / 6.55	eV
spin multiplicity	3

Here is C17H19MnNPS as an isolated structure from the Open Molecules 2025 dataset. Energies are from ωB97M-V/def2-TZVPD.

Geometry as XYZ:
```
40
Properties=species:S:1:pos:R:3:mulliken_spin:R:1
Mn 0.405 -0.094 -2.190 3.075
S 1.309 0.426 0.977 0.235
P 0.232 -2.313 -2.111 -0.056
N 0.936 0.784 -0.630 0.126
C 0.143 1.544 1.764 0.062
C -1.941 2.763 1.862 -0.009
C 0.553 2.135 2.973 0.022
C 1.301 0.254 -4.113 0.018
C -0.287 3.042 3.617 -0.008
C -0.920 0.898 -3.665 0.076
C 1.124 -3.489 1.965 -0.074
C 1.330 1.495 -3.380 -0.062
C -0.113 -0.119 -4.294 -0.091
C 1.566 -2.220 1.601 0.127
C -1.095 1.858 1.204 -0.013
C -0.037 1.886 -3.092 -0.018
C -0.243 -3.725 2.151 0.276
C -1.535 3.355 3.063 0.040
C -1.162 -2.686 1.980 -0.102
C 0.632 -1.188 1.384 0.044
C -0.724 -1.410 1.609 0.198
H 2.230 2.050 -3.126 0.002
H 2.154 -0.280 -4.518 -0.001
H 2.627 -2.001 1.483 0.005
H 1.530 1.874 3.377 -0.010
H -2.191 4.063 3.567 0.005
H -2.912 2.998 1.428 -0.002
H -0.590 -4.718 2.437 0.033
H -0.857 -2.996 -2.737 -0.013
H 0.037 3.506 4.548 0.000
H 1.343 -3.113 -2.525 -0.002
H -1.429 -0.590 1.512 0.069
H -0.355 2.799 -2.599 0.009
H 1.133 1.785 -0.742 0.007
H -0.472 -0.962 -4.870 -0.006
H -2.226 -2.861 2.140 -0.009
H -2.004 0.919 -3.638 0.015
H 1.846 -4.293 2.107 -0.002
H 0.069 -2.781 -0.782 0.010
H -1.408 1.403 0.263 0.024
```

Properties
⟨S²⟩	6.08
ΔE to the lowest compared entry with this formula, charge and spin	0.0	kcal per mole
frontier orbital gap (spin up / spin down)	4.34 / 7.52	eV
spin multiplicity	5

Here is a 2-piece molecular cluster, C17H19N overall from the Open Molecules 2025 dataset. Energies are from ωB97M-V/def2-TZVPD.

Geometry as XYZ:
```
37
Properties=species:S:1:pos:R:3:mulliken_charge:R:1
N 0.156 -1.815 1.763 -0.176
C 0.218 2.694 -3.042 -1.244
C -0.899 -2.587 1.328 -0.122
C -2.131 -4.450 0.591 -0.318
C 0.362 1.613 -1.952 -0.476
C -1.994 -1.753 1.063 0.774
C 2.597 0.758 -1.299 -0.440
C 2.977 2.798 0.540 -0.570
C -3.218 -3.639 0.243 -0.567
C 3.707 0.738 -0.469 -0.665
C 1.795 2.742 -0.188 -0.251
C -3.131 -2.270 0.447 -0.364
C 1.621 1.735 -1.125 0.641
C -1.561 -0.394 1.347 0.543
C -2.436 0.812 1.499 -1.475
C -0.245 -0.493 1.631 -0.655
C -1.010 -3.971 1.250 -0.733
C 3.891 1.772 0.455 -0.364
H -0.518 1.602 -1.317 0.050
H 0.599 2.426 -4.026 0.314
H 4.819 1.760 1.020 0.388
H 0.329 0.641 -2.439 0.445
H 2.505 -0.079 -1.980 0.303
H -3.974 -1.600 0.278 0.299
H -1.842 1.722 1.437 0.352
H -2.977 0.717 2.439 0.348
H 0.986 3.415 0.043 0.445
H 1.099 -2.113 1.555 0.298
H 0.747 3.601 -2.757 0.334
H -0.172 -4.640 1.381 0.319
H 4.465 -0.023 -0.379 0.373
H -0.832 2.982 -3.116 0.363
H -4.090 -4.069 -0.238 0.379
H -3.230 0.851 0.746 0.334
H -2.211 -5.494 0.287 0.329
H 3.209 3.655 1.166 0.351
H 0.393 0.354 1.817 0.439
```

Properties
ΔE to the lowest compared entry with this formula, charge and spin	16.3	kcal per mole
frontier orbital gap	8.63	eV
SMILES	Cc1c[nH]c2ccccc12.CCc1ccccc1